No. 1
C25H37LuN5P2 as an isolated structure in a non-equilibrium geometry. Source: the OMol25 dataset; level of theory: the ωB97M-V functional and the def2-TZVPD basis.

Values from the calculation:
Orbital gap ... 7.133 eV
Charge ... +1
E_HOMO ... -10.181 eV
F_max ... 0.0368 Eh/bohr
E_LUMO ... -3.047 eV

Each line ends with the Mulliken charge.
Cartesian coordinates (Å):
1 C -1.527390 1.724568 -4.629848  -0.30
2 C -0.781416 1.933799 -3.474382  0.13
3 C -1.376830 2.646886 -2.383335  -0.20
4 C -2.770252 3.030691 -2.462788  0.93
5 C -3.479682 2.788261 -3.661856  -0.90
6 C -2.863943 2.155530 -4.726499  -0.75
7 C -3.356232 3.582739 -1.313553  -0.91
8 C -2.611891 3.793479 -0.144214  1.04
9 C -1.220477 3.402252 -0.159643  -0.16
10 C -0.451798 3.493094 1.047613  0.23
11 C -1.060763 3.973909 2.200786  -0.31
12 C -2.403216 4.386667 2.204203  -0.85
13 C -3.169752 4.299921 1.054718  -0.89
14 H -1.062994 1.207648 -5.473290  0.42
15 H -4.527662 3.107826 -3.708460  0.42
16 H -3.413972 1.979895 -5.647618  0.39
17 H -4.407141 3.851778 -1.330416  0.44
18 H -0.470585 4.035790 3.123675  0.42
19 H -2.840983 4.778198 3.122663  0.38
20 H -4.224772 4.592123 1.043912  0.42
21 N -0.676703 2.817656 -1.245187  -0.23
22 Lu -0.539430 -0.737841 -0.030045  0.56
23 C 0.618217 1.386159 -3.305307  -1.16
24 H 1.192864 2.065496 -2.663428  0.36
25 H 1.107024 1.244892 -4.282330  0.79
26 C 0.973734 2.991876 1.026845  -1.14
27 H 1.423232 3.203828 0.046813  0.48
28 H 1.548048 3.435417 1.856433  0.78
29 P 0.635648 -0.241160 -2.407453  0.80
30 P 1.056850 1.151166 1.202265  0.93
31 C 0.761946 1.024654 3.009181  -1.39
32 H 0.927127 0.004100 3.375983  0.33
33 H 1.428159 1.711513 3.549746  0.43
34 H -0.283574 1.288276 3.215395  0.39
35 C 2.875144 0.952076 1.087146  -1.28
36 H 3.369604 1.593782 1.832130  0.42
37 H 3.168128 -0.090493 1.258074  0.27
38 H 3.199027 1.230271 0.074729  0.36
39 C -0.180633 -1.320025 -3.650315  -1.33
40 H 0.287241 -1.198957 -4.638507  0.40
41 H -0.108153 -2.365848 -3.319636  0.40
42 H -1.247142 -1.066272 -3.698652  0.40
43 C 2.394718 -0.718965 -2.605028  -1.23
44 H 2.538527 -1.724162 -2.183540  0.33
45 H 2.668678 -0.721031 -3.670012  0.43
46 H 3.030561 -0.016743 -2.049131  0.34
47 H -1.978417 0.444294 -0.182628  -0.33
48 H -1.694278 -1.869681 -0.922313  -0.29
49 C 0.628798 -3.470861 0.343727  -0.58
50 N 0.662416 -2.272184 1.277567  0.43
51 C 2.004021 -2.332236 1.951013  -1.14
52 N 2.207622 -3.584267 2.669622  0.15
53 C 2.130822 -4.713007 1.728702  -0.67
54 N 0.802850 -4.752080 1.048271  0.04
55 C -0.239046 -4.876510 2.102773  -0.72
56 N -0.200537 -3.759740 3.081035  -0.01
57 C -0.380745 -2.482920 2.352334  -0.79
58 C 1.162199 -3.742957 3.696571  -0.71
59 H 1.460653 -3.345301 -0.360794  0.27
60 H -0.322470 -3.484495 -0.200943  0.36
61 H 2.081571 -1.502555 2.661441  0.45
62 H 2.773793 -2.233544 1.181756  0.22
63 H 2.260384 -5.657122 2.277511  0.34
64 H 2.909769 -4.602022 0.961647  0.33
65 H -1.231228 -4.896510 1.625694  0.34
66 H -0.054946 -5.816170 2.648336  0.37
67 H -0.284726 -1.667020 3.078482  0.20
68 H -1.375714 -2.452991 1.881987  0.64
69 H 1.314947 -4.693941 4.227499  0.33
70 H 1.215171 -2.900898 4.402873  0.35

Cartesian forces (eV/Å) of the 6 atoms listed first:
1.048 0.005 0.934
-0.256 -0.127 -0.722
-0.734 -0.054 1.094
0.731 0.037 0.546
-0.152 -0.329 -0.850
-0.889 0.625 0.549


No. 2
C25H37N3OP2Sn as an isolated structure in a non-equilibrium geometry. Source: the OMol25 dataset; level of theory: the ωB97M-V functional and the def2-TZVPD basis.

Values from the calculation:
Orbital gap (spin up / spin down) ... 5.029 / 5.031 eV
Charge ... +2
E_HOMO (spin up / spin down) ... -12.507 / -12.509 eV
F_max ... 0.0766 Eh/bohr
Energy relative to the best compared isomer or geometry (same formula, charge and spin) ... 0.0 kcal/mol
E_LUMO (spin up / spin down) ... -7.478 / -7.478 eV

Each line ends with the Mulliken charge.
Cartesian coordinates (Å):
1 C -1.952079 2.700887 -3.974982  -0.57
2 C -1.553555 1.396338 -3.679120  0.07
3 C -0.257100 0.978271 -4.142664  0.12
4 C 0.799116 1.981857 -4.327152  1.01
5 C 0.374126 3.322545 -4.094529  -1.12
6 C -0.981743 3.686361 -4.110865  -0.51
7 C 2.151915 1.497867 -4.357943  -0.47
8 C 2.422117 0.120660 -4.041539  1.04
9 C 1.265696 -0.764286 -3.913091  0.12
10 C 1.407661 -2.026547 -3.241594  -0.03
11 C 2.682780 -2.600711 -3.183398  -0.53
12 C 3.802353 -1.773852 -3.243815  -0.53
13 C 3.629740 -0.395889 -3.488241  -1.16
14 H -3.008233 2.946026 -3.987850  0.46
15 H 1.094635 4.108684 -3.820315  0.36
16 H -1.284326 4.711470 -4.297872  0.45
17 H 2.894847 2.199691 -4.003236  0.36
18 H 2.780297 -3.658941 -3.001103  0.48
19 H 4.795075 -2.213762 -3.177711  0.45
20 H 4.444222 0.262388 -3.173644  0.38
21 N 0.023087 -0.337299 -4.255127  -0.42
22 Sn 0.352159 0.257770 0.706795  1.12
23 C -2.423869 0.479437 -2.811272  -0.94
24 H -2.310880 -0.583721 -3.106769  0.39
25 H -3.492706 0.768229 -2.873345  0.59
26 C 0.225014 -2.696790 -2.540990  -1.07
27 H -0.725216 -2.514280 -3.080808  0.49
28 H 0.394090 -3.781013 -2.425850  0.62
29 P -1.894050 0.648774 -0.998039  0.44
30 P 0.052249 -2.033119 -0.808276  0.73
31 C 1.400999 -2.855341 0.089652  -1.45
32 H 1.371376 -2.588064 1.167234  0.44
33 H 1.258381 -3.949319 -0.013428  0.52
34 H 2.389151 -2.569898 -0.312689  0.37
35 C -1.368524 -2.989169 -0.188789  -1.19
36 H -1.015877 -4.016230 -0.057775  0.53
37 H -1.711367 -2.584650 0.771994  0.24
38 H -2.174673 -2.957151 -0.927548  0.37
39 C -2.447652 2.351171 -0.637165  -1.29
40 H -3.515605 2.449474 -0.888445  0.43
41 H -2.315857 2.572140 0.431984  0.43
42 H -1.880506 3.090407 -1.216507  0.35
43 C -3.280933 -0.210616 -0.165330  -1.07
44 H -3.067336 -0.304243 0.904263  0.15
45 H -4.189266 0.384948 -0.294977  0.50
46 H -3.439886 -1.205869 -0.583832  0.33
47 H 0.834963 1.678664 0.462396  -0.18
48 H 2.106449 -0.397534 0.842890  -0.03
49 C 1.974541 1.680517 3.094518  -1.16
50 N 1.077918 1.065946 4.083912  0.15
51 C 1.608102 0.882300 5.429054  -0.56
52 C 0.420069 0.804244 6.370260  -0.77
53 C -0.510001 -0.368532 6.042500  -0.53
54 N -0.790004 -0.299908 4.630034  0.22
55 C -1.850300 -1.145161 4.089053  -0.74
56 C -0.049170 0.394976 3.763922  0.49
57 O -0.484360 0.345578 2.537720  -0.68
58 H 2.669685 2.344738 3.632177  0.37
59 H 1.451026 2.305402 2.384563  0.37
60 H 2.606952 0.959620 2.581788  0.36
61 H 2.223541 -0.037917 5.476244  0.27
62 H 2.255276 1.740882 5.647851  0.41
63 H -0.150270 1.729188 6.271566  0.32
64 H 0.771585 0.713157 7.399771  0.39
65 H -1.478513 -0.288641 6.580253  0.35
66 H -0.031033 -1.341993 6.282460  0.31
67 H -1.632427 -2.218853 4.241617  0.34
68 H -2.829387 -0.861121 4.514323  0.36
69 H -1.914514 -0.990176 3.016801  -0.03

Cartesian forces (eV/Å) of the 6 atoms listed first:
-0.066 -1.472 0.701
-0.864 -0.092 -0.850
1.145 -0.114 -0.510
-0.318 -1.177 1.016
-0.266 1.340 -0.176
1.861 -0.157 -0.899


No. 3
A 3-piece molecular cluster, C25H38Br2O11 overall in a non-equilibrium geometry. Source: the OMol25 dataset; level of theory: the ωB97M-V functional and the def2-TZVPD basis.

Values from the calculation:
SMILES string ... CC(=O)OCCCCCCCC[C@]1(C)OC(=O)O[C@@H]1/C(Br)=C(/C)Br.C[C@@H]1COC(=O)O1.C[C@@H]1COC(=O)O1
Orbital gap ... 9.709 eV
E_HOMO ... -9.200 eV
F_max ... 0.0268 Eh/bohr
Energy relative to the best compared isomer or geometry (same formula, charge and spin) ... 0.0 kcal/mol
E_LUMO ... 0.509 eV

Each line ends with the Mulliken charge.
Cartesian coordinates (Å):
1 C 8.460040 -1.262495 0.186105  -1.07
2 C 8.129828 0.188956 0.382941  0.81
3 O 8.187116 0.774201 1.437595  -0.55
4 O 7.751782 0.772605 -0.768249  -0.36
5 C 7.707550 2.212779 -0.762247  -0.80
6 C 6.310888 2.728861 -0.459002  -0.51
7 C 5.358334 2.673642 -1.665649  -0.54
8 C 4.179897 3.667327 -1.553966  -0.98
9 C 2.801627 3.007311 -1.710220  -0.86
10 C 2.359139 2.347079 -0.391929  0.27
11 C 1.276608 1.271194 -0.583417  -0.82
12 C 0.345810 1.008657 0.606825  -1.50
13 C -0.496350 2.146756 1.167694  1.68
14 C 0.226900 3.008469 2.218826  -1.67
15 O -1.580162 1.451947 1.925365  -0.42
16 C -2.541059 2.366955 2.080893  0.53
17 O -3.268808 2.500560 3.011748  -0.58
18 O -2.593511 3.150390 0.962880  -0.43
19 C -1.383944 3.006276 0.229540  0.07
20 C -1.645726 2.563318 -1.196213  -0.45
21 Br -0.890092 3.756090 -2.476050  -0.13
22 C -2.351578 1.536019 -1.675345  0.62
23 C -2.582807 1.180280 -3.113985  -1.43
24 Br -3.220173 0.338511 -0.496703  -0.13
25 H 9.269208 -1.340266 -0.539438  0.29
26 H 7.593772 -1.779014 -0.226574  0.29
27 H 8.745914 -1.681196 1.145879  0.32
28 H 7.990436 2.497359 -1.777496  0.42
29 H 8.446290 2.603934 -0.065394  0.39
30 H 6.383835 3.760644 -0.109118  0.48
31 H 5.881460 2.119647 0.339350  0.15
32 H 4.933813 1.670773 -1.745526  0.23
33 H 5.919385 2.907448 -2.572732  0.53
34 H 4.277400 4.471975 -2.285687  0.44
35 H 4.191547 4.152021 -0.571093  0.41
36 H 2.812164 2.271151 -2.517159  0.40
37 H 2.081568 3.794164 -1.944905  0.21
38 H 3.249284 1.876249 0.041077  0.14
39 H 2.043384 3.146950 0.276235  0.19
40 H 1.799745 0.324626 -0.748611  0.47
41 H 0.726197 1.463112 -1.505983  0.42
42 H 0.984536 0.676733 1.433713  0.55
43 H -0.314505 0.167830 0.384344  0.03
44 H 0.010055 4.069075 2.097460  0.31
45 H -0.073655 2.665023 3.207707  0.44
46 H 1.301645 2.852446 2.147504  0.51
47 H -0.892569 3.975919 0.136427  0.58
48 H -3.476169 1.687346 -3.487278  0.28
49 H -1.721655 1.438782 -3.726701  0.45
50 H -2.749947 0.106379 -3.194370  0.36
51 C -3.271310 -5.654152 0.794983  -1.32
52 C -2.258303 -4.873130 -0.018011  0.55
53 C -1.513022 -3.785574 0.719507  -0.54
54 O -1.140317 -2.902123 -0.350769  -0.25
55 C -2.078505 -3.028305 -1.319369  0.59
56 O -2.179230 -2.300907 -2.254041  -0.55
57 O -2.881578 -4.083835 -1.063476  -0.37
58 H -2.903400 -6.660620 0.990193  0.42
59 H -3.467959 -5.188419 1.758558  0.30
60 H -4.216970 -5.731328 0.265391  0.24
61 H -1.553744 -5.543991 -0.515877  0.28
62 H -0.630730 -4.127972 1.253237  0.32
63 H -2.172471 -3.241768 1.400068  0.33
64 C -6.605609 -2.125203 -0.137272  -1.13
65 C -7.043998 -3.197795 0.840137  0.49
66 C -7.676777 -2.708117 2.121982  -0.60
67 O -7.414791 -3.797961 3.018644  -0.35
68 C -6.273165 -4.392275 2.604946  0.60
69 O -5.663630 -5.201367 3.225431  -0.53
70 O -5.917970 -3.931558 1.380035  -0.23
71 H -7.267995 -2.097151 -1.000596  0.38
72 H -6.625346 -1.135352 0.320954  0.34
73 H -5.593715 -2.314199 -0.493266  0.12
74 H -7.691584 -3.929977 0.352113  0.26
75 H -8.744766 -2.521119 2.052696  0.31
76 H -7.167562 -1.820597 2.504732  0.36

Cartesian forces (eV/Å) of the 6 atoms listed first:
-0.114 0.193 -0.026
-0.192 0.161 0.403
0.101 -0.108 -0.299
0.354 0.010 -0.117
-0.271 0.117 -0.152
-0.159 -0.189 -0.313